{
  "formula": "C9H24NPSi",
  "method": "wB97M-V/def2-TZVPD",
  "elements": ["C", "C", "C", "C", "C", "C", "C", "C", "C", "N", "Si", "P", "H", "H", "H", "H", "H", "H", "H", "H", "H", "H", "H", "H", "H", "H", "H", "H", "H", "H", "H", "H", "H", "H", "H", "H"],
  "coordinates": [[-0.939057, -2.723605, 0.673461], [1.196901, -1.938713, -0.630662], [0.124465, 0.013994, -3.164369], [-2.102242, 1.102802, -2.658367], [1.085934, 2.954048, 1.899506], [-0.746139, 0.942839, 2.942366], [2.329467, 0.227278, 2.293848], [-0.383476, -2.191999, -0.625155], [-1.300406, -0.141598, -2.469729], [0.360693, 0.968522, 0.009536], [0.695102, 1.119988, 1.709394], [-1.413759, -0.582878, -0.661022], [-1.988782, -2.490928, 0.815224], [-0.919070, -3.804107, 0.773917], [-0.472636, -2.327294, 1.533040], [1.608584, -2.943366, -1.038385], [1.640315, -1.599458, 0.234843], [1.524745, -1.297029, -1.505067], [0.550046, -0.909623, -3.442193], [-0.103397, 0.649623, -3.964883], [0.800241, 0.491058, -2.469055], [-1.486504, 1.966946, -2.348202], [-3.035929, 0.898154, -2.119857], [-2.332908, 1.124640, -3.663023], [1.864841, 3.239680, 2.526289], [1.510771, 3.331333, 0.993281], [0.210596, 3.480372, 2.229760], [-0.819703, 1.610225, 3.850901], [-1.715013, 1.240987, 2.410031], [-0.812939, -0.130926, 3.263232], [2.555206, 0.353704, 3.318788], [1.961077, -0.814455, 2.274942], [3.212541, 0.249650, 1.663471], [-0.740780, -3.002947, -1.319467], [-1.747602, -0.912791, -2.964878], [-0.171185, 1.845876, -0.371517]],
  "atomic_forces_ev_per_a": [[-0.4, -1.3, 0.7], [-1.4, -2.8, -5.2], [-1.7, 0.1, 2.5], [0.2, -0.3, 1.7], [-0.5, -0.6, -0.9], [-1.4, -0.5, 0.0], [-2.3, -1.4, -1.4], [0.1, 1.0, 0.7], [3.2, 1.4, 1.6], [-3.4, -0.6, -1.8], [1.2, 2.0, 1.1], [3.3, 1.1, -0.7], [-0.3, 0.1, -0.2], [0.4, -0.3, -0.1], [0.8, 0.6, 1.1], [-0.2, 1.3, 1.4], [0.6, 0.5, 2.0], [-0.7, -0.3, 1.4], [0.3, -1.1, -0.6], [0.3, 0.8, -1.6], [0.2, 0.4, 0.1], [-0.9, -0.1, 0.0], [0.0, 1.1, 0.1], [-0.6, 0.8, -2.3], [1.4, -0.1, 1.9], [-0.4, 0.5, -1.2], [-0.5, 0.6, -0.2], [0.8, -0.8, -0.8], [1.2, -0.8, 0.3], [-0.4, 0.9, -0.1], [0.3, 0.7, 1.1], [0.5, -0.2, 0.0], [-0.1, 0.4, -0.1], [0.6, 1.5, -0.4], [-1.6, -2.4, -1.2], [1.2, -2.0, 1.1]],
  "nbo_charge": [-0.627, -0.605, -0.608, -0.613, -1.121, -1.145, -1.085, -0.543, -0.537, -1.319, 1.775, 0.962, 0.213, 0.211, 0.206, 0.206, 0.216, 0.226, 0.206, 0.203, 0.234, 0.209, 0.212, 0.208, 0.232, 0.228, 0.222, 0.249, 0.242, 0.226, 0.236, 0.208, 0.241, 0.236, 0.212, 0.383],
  "homo_lumo_gap_ev": 8.41,
  "e_lumo_ev": -0.21,
  "e_homo_ev": -8.62,
  "mol_weight_g_mol": 205.36
}

=====

{
  "formula": "C17H36O11S",
  "method": "wB97M-V/def2-TZVPD",
  "elements": ["C", "C", "C", "O", "C", "H", "H", "H", "H", "H", "H", "H", "H", "C", "C", "C", "O", "C", "H", "H", "H", "H", "H", "H", "H", "H", "O", "S", "O", "O", "C", "C", "C", "H", "H", "H", "H", "H", "H", "H", "H", "C", "O", "C", "O", "O", "C", "H", "H", "H", "H", "H", "H", "C", "O", "C", "O", "O", "C", "H", "H", "H", "H", "H", "H"],
  "coordinates": [[2.765040, 4.583385, 3.702301], [4.115012, 4.577846, 2.960388], [3.680478, 3.665425, 1.747434], [2.855534, 2.682555, 2.315087], [2.223994, 3.160437, 3.550473], [2.020812, 5.277137, 3.311238], [3.023594, 4.709170, 4.753699], [4.894474, 4.230124, 3.638356], [4.423052, 5.528908, 2.526005], [4.683259, 3.312089, 1.507234], [3.232915, 4.251741, 0.944925], [2.514037, 2.421591, 4.297518], [1.143702, 3.273719, 3.459787], [1.852950, 2.318977, -4.705441], [2.934121, 1.287555, -4.815553], [2.656635, 0.342356, -3.709912], [1.201391, 0.375859, -3.598203], [0.602849, 1.451892, -4.401925], [1.648773, 2.873771, -5.621198], [2.103174, 3.142582, -4.036744], [3.948209, 1.683322, -4.871170], [2.654789, 0.746881, -5.719847], [2.967083, 0.669729, -2.717660], [3.153815, -0.591956, -3.970594], [-0.067507, 2.130073, -3.873907], [0.079759, 1.115159, -5.296956], [-2.965557, -1.797020, 3.032838], [-4.189648, -1.079593, 3.470587], [-4.163972, -0.354549, 4.691412], [-4.708131, -0.075335, 2.233860], [-4.403071, -0.426471, 0.924644], [-5.754304, -0.637972, 0.104514], [-5.671067, -2.260155, 3.524257], [-3.793858, -1.316067, 0.764702], [-3.842235, 0.407983, 0.503632], [-5.554584, -1.144775, -0.839604], [-6.325463, 0.285013, 0.004652], [-6.486181, -1.169093, 0.713091], [-5.640576, -3.045554, 4.279460], [-5.765627, -2.690279, 2.527190], [-6.653597, -1.793123, 3.592148], [-1.322019, -4.716098, -2.085837], [-0.701363, -4.484184, -0.871922], [0.539897, -4.949652, -0.756277], [1.185779, -5.490166, -1.629960], [0.922966, -4.882574, 0.566102], [2.262386, -5.208173, 0.844371], [-1.159385, -3.831578, -2.701682], [-2.397317, -4.586698, -1.962971], [-1.147809, -5.624328, -2.662788], [2.933515, -4.549182, 0.293534], [2.495658, -6.255014, 0.649905], [2.491015, -5.092210, 1.903801], [1.556195, 2.543323, -0.483069], [1.231270, 1.309062, 0.058083], [0.047183, 0.765111, -0.053255], [-0.995629, 1.247344, -0.565092], [0.140535, -0.541052, 0.352162], [-0.910426, -1.427414, 0.071103], [0.982015, 3.355028, -0.036351], [1.366297, 2.582904, -1.555666], [2.622277, 2.750581, -0.390282], [-1.741062, -1.241568, 0.751993], [-0.598998, -2.436846, 0.339745], [-1.197052, -1.359953, -0.978363]],
  "atomic_forces_ev_per_a": [[1.1, -0.4, 1.3], [-2.2, 0.5, -1.3], [2.2, 0.5, 2.5], [-0.7, -0.3, -0.4], [0.8, 0.5, -1.3], [0.3, 0.2, 0.2], [-0.7, 0.7, 0.1], [0.1, -0.5, -0.5], [-0.1, 0.3, 0.4], [-0.4, -1.0, -1.1], [-0.1, 0.1, 0.0], [-0.2, 0.3, 0.2], [-0.1, -0.7, -0.2], [-0.6, 0.8, -1.1], [-0.1, 0.7, -1.1], [-0.4, 1.0, -0.7], [-0.7, -0.7, -0.2], [2.6, 2.3, 0.9], [0.2, -0.3, -0.4], [-0.5, -0.4, 0.8], [-0.1, -0.2, 0.1], [0.8, -0.2, -0.4], [0.0, 0.0, 0.6], [-0.9, -0.9, 0.7], [-0.6, -1.1, 0.9], [0.2, -0.9, 0.0], [-2.8, 1.4, 0.5], [0.1, -2.1, -1.4], [-0.1, 0.5, -0.3], [0.7, -1.1, 3.1], [-1.4, -0.1, -2.9], [0.6, 0.5, 1.4], [0.3, 0.4, -1.0], [0.0, -0.1, 0.7], [0.0, 0.0, -0.1], [-0.2, 0.2, 0.0], [0.6, 0.4, -0.6], [0.4, -0.8, 0.0], [0.7, 0.3, 0.0], [0.7, -0.3, 0.0], [0.4, 0.9, 0.5], [-1.8, 1.4, -2.0], [0.8, -0.5, 1.4], [1.2, -1.8, 0.9], [-0.5, 1.0, 0.7], [-1.4, 0.7, -1.3], [1.2, -0.4, 0.1], [0.7, -0.2, -0.6], [-0.1, -0.6, 0.7], [0.6, 0.0, 0.6], [0.1, -0.2, -0.1], [-0.1, 0.0, -0.5], [-0.6, 0.4, 0.0], [-0.3, 1.4, -0.7], [0.8, -1.0, 0.7], [-3.6, -1.2, -1.7], [3.2, -0.8, 1.4], [1.4, 2.1, -0.1], [-1.0, -0.4, 0.5], [0.1, 0.0, 0.1], [-0.4, -0.2, -0.3], [-0.2, -0.4, 0.5], [-0.2, 0.3, -0.3], [0.4, 0.3, -0.3], [-0.2, 0.0, 0.1]],
  "lowdin_spin": [0.000, 0.000, 0.000, 0.000, 0.000, 0.000, 0.000, 0.000, 0.000, 0.000, 0.000, 0.000, 0.000, 0.005, 0.002, 0.085, 0.696, 0.069, -0.001, 0.001, -0.001, 0.001, 0.050, 0.029, 0.022, 0.041, 0.000, 0.000, 0.000, 0.000, 0.000, 0.000, 0.000, 0.000, 0.000, 0.000, 0.000, 0.000, 0.000, 0.000, 0.000, 0.000, 0.000, 0.000, 0.000, 0.000, 0.000, 0.000, 0.000, 0.000, 0.000, 0.000, 0.000, 0.000, 0.000, 0.000, 0.001, 0.000, 0.000, 0.000, 0.000, 0.000, 0.000, 0.000, 0.000],
  "s_squared": 0.755,
  "homo_lumo_gap_ev": [9.02, 2.59],
  "e_lumo_ev": [-2.76, -9.19],
  "e_homo_ev": [-11.78, -11.78],
  "total_charge": 1,
  "spin_multiplicity": 2,
  "mol_weight_g_mol": 448.53
}

=====

{
  "formula": "C4H4CoO2",
  "method": "wB97M-V/def2-TZVPD",
  "elements": ["C", "O", "H", "C", "C", "C", "O", "Co", "H", "H", "H"],
  "coordinates": [[0.864798, -0.545140, -1.598975], [1.509193, 0.485872, -1.714081], [2.326575, 0.464585, -2.261583], [-0.309712, -0.844666, -0.726157], [-0.777112, 0.310683, 0.098975], [-0.447063, 0.554232, 1.334968], [-0.289722, 0.715006, 2.491106], [-0.520239, 0.570782, 4.235526], [-1.098691, -1.213585, -1.404744], [-0.017440, -1.729482, -0.135590], [-1.240587, 1.231712, -0.319445]],
  "atomic_forces_ev_per_a": [[0.2, 0.6, -0.2], [-1.0, -0.9, 0.6], [0.9, 0.2, -0.9], [0.8, -0.8, -0.5], [-0.3, 0.5, -3.1], [0.6, 0.3, 5.3], [0.2, 0.0, -6.2], [-0.5, 0.0, 5.7], [-0.5, 0.1, -0.2], [0.0, 0.0, 0.1], [-0.4, 0.0, -0.5]],
  "lowdin_spin": [0.680, 0.163, 0.020, 0.151, 0.435, 0.341, 0.236, 2.945, 0.020, 0.005, 0.006],
  "s_squared": 8.760,
  "homo_lumo_gap_ev": [7.61, 8.23],
  "e_lumo_ev": [-20.51, -23.90],
  "e_homo_ev": [-28.12, -32.13],
  "total_charge": 4,
  "spin_multiplicity": 6,
  "mol_weight_g_mol": 143.01
}

=====

{
  "formula": "C4H10OSi",
  "method": "wB97M-V/def2-TZVPD",
  "elements": ["C", "C", "C", "C", "O", "Si", "H", "H", "H", "H", "H", "H", "H", "H", "H", "H"],
  "coordinates": [[0.594401, 1.663202, -0.763535], [-0.573341, 2.602390, -0.857108], [-1.151562, -0.864491, 1.223770], [0.976950, -2.183443, -0.293000], [1.659432, 1.910978, -1.300600], [0.714186, -0.702256, 0.781353], [-0.688489, 3.031419, 0.085860], [-0.313372, 3.338951, -1.669308], [-1.406630, 1.990698, -1.071745], [-1.399168, -1.739479, 1.896376], [-1.806655, -0.087931, 1.668543], [-1.638852, -1.131086, 0.286454], [1.958749, -2.001814, -0.876317], [1.074213, -3.087171, 0.440816], [0.194280, -2.157201, -1.134320], [1.805857, -0.582766, 1.582763]],
  "atomic_forces_ev_per_a": [[3.1, -1.3, 0.3], [1.5, -0.3, -1.9], [-0.6, -0.7, 1.5], [1.2, 0.0, -1.3], [-1.9, -0.5, 0.8], [-4.0, 1.9, -3.3], [-0.3, 1.0, 1.5], [-0.6, -0.6, 0.9], [-1.3, -0.3, -0.4], [0.6, 0.5, -0.6], [1.0, 0.1, -0.3], [0.2, 0.1, -0.3], [-1.3, -0.7, 1.1], [-0.4, 1.2, -1.9], [0.9, -0.8, 1.6], [1.9, 0.5, 2.1]],
  "nbo_charge": [0.422, -0.744, -1.119, -1.172, -0.577, 1.226, 0.235, 0.228, 0.227, 0.234, 0.247, 0.239, 0.255, 0.253, 0.255, -0.209],
  "homo_lumo_gap_ev": 7.91,
  "e_lumo_ev": 0.56,
  "e_homo_ev": -7.35,
  "mol_weight_g_mol": 102.21
}

=====

{
  "formula": "H10O5",
  "method": "wB97M-V/def2-TZVPD",
  "elements": ["O", "O", "O", "O", "O", "H", "H", "H", "H", "H", "H", "H", "H", "H", "H"],
  "coordinates": [[-0.095847, 0.021505, -1.655416], [-2.496429, -0.699724, -0.446802], [2.016474, 0.644191, 4.150892], [0.419764, -0.809436, 1.459982], [0.154749, 1.036070, -4.409096], [-1.042691, 0.184073, -1.785050], [-2.592392, -0.140927, 0.347798], [2.520784, 1.464430, 4.169191], [1.287817, -1.200118, 1.261116], [1.050672, 0.679215, -4.345524], [-0.075727, 0.171908, -0.695756], [-2.592382, -1.575502, -0.043028], [1.564995, 0.633197, 3.292342], [-0.024134, -1.308501, 2.177050], [-0.095658, 0.899621, -3.477693]],
  "atomic_forces_ev_per_a": [[-0.3, 0.8, -0.1], [-0.6, 0.2, 0.5], [0.1, 0.1, 0.0], [-0.1, 0.7, -0.3], [0.4, -0.2, 0.5], [-0.1, -0.5, -0.1], [0.2, 0.0, -0.2], [-0.1, 0.0, -0.1], [-0.2, -0.3, 0.3], [-0.1, 0.1, -0.4], [0.5, -0.4, 0.1], [0.3, -0.2, -0.2], [-0.1, -0.2, 0.0], [0.2, -0.2, -0.1], [-0.2, 0.1, -0.1]],
  "lowdin_spin": [0.097, 0.155, 0.097, 0.218, 0.019, 0.019, 0.069, 0.014, 0.067, 0.002, 0.029, 0.063, 0.029, 0.118, 0.004],
  "s_squared": 0.750,
  "homo_lumo_gap_ev": [3.23, 11.16],
  "e_lumo_ev": [3.77, 3.66],
  "e_homo_ev": [0.54, -7.51],
  "total_charge": -1,
  "spin_multiplicity": 2,
  "mol_weight_g_mol": 90.07
}

=====

{
  "formula": "C9H14N4",
  "method": "wB97M-V/def2-TZVPD",
  "elements": ["C", "C", "C", "C", "C", "C", "C", "C", "C", "N", "N", "N", "N", "H", "H", "H", "H", "H", "H", "H", "H", "H", "H", "H", "H", "H", "H"],
  "coordinates": [[-1.423333, -1.916629, 0.546440], [-0.950212, -3.004461, -0.053553], [-1.031943, -0.814259, -0.279683], [2.179934, -0.299880, 1.133341], [2.650502, -0.778170, -0.298010], [2.008840, 1.213652, 0.891836], [-2.247823, 0.980963, 0.839274], [-0.979190, 1.347358, -1.295333], [-1.409166, 0.482044, -0.236805], [-0.442410, -2.592726, -1.298170], [2.217303, 0.480015, -1.135685], [1.885938, 1.489978, -0.334855], [-0.458110, -1.344355, -1.451507], [-1.913705, -1.895839, 1.426736], [-0.843020, -3.985610, 0.180859], [1.208285, -0.657379, 1.271130], [2.922745, -0.475702, 1.919370], [3.736448, -0.617180, -0.482165], [2.131041, -1.682897, -0.716718], [1.897717, 1.839578, 1.773125], [-1.355618, 1.292167, 1.436075], [-2.865580, 1.850881, 0.500152], [-2.687955, 0.175279, 1.343291], [-0.440693, 0.831877, -2.154483], [-1.885759, 1.789487, -1.734357], [-0.616224, 2.272615, -0.926371], [1.436025, 0.380718, -1.891210]],
  "atomic_forces_ev_per_a": [[1.2, 0.2, -1.1], [0.3, 2.7, -1.9], [-1.0, -0.1, -0.5], [2.5, 0.8, -1.9], [-0.8, 2.3, -0.5], [0.2, -1.8, 0.9], [1.8, 2.0, -0.3], [-0.8, 0.5, -2.7], [0.0, -1.8, -0.8], [1.0, -1.5, -1.0], [-1.8, -2.0, -2.3], [-0.2, 2.2, 0.7], [0.1, 0.1, 0.9], [-1.4, 0.3, 2.8], [-0.2, -2.6, 0.8], [-1.4, -1.0, 1.0], [-0.5, -0.4, -0.1], [-0.5, -1.4, 0.6], [1.0, 0.8, 0.5], [-0.2, 0.6, -0.7], [-1.1, 0.7, 0.6], [0.4, -0.9, 0.8], [-1.2, -0.6, 0.8], [-0.5, 1.0, 1.5], [-0.3, -0.5, -0.3], [1.4, 0.7, 0.4], [2.1, -0.2, 1.9]],
  "nbo_charge": [-0.245, -0.092, -0.070, -0.491, -0.274, -0.015, -0.664, -0.691, 0.257, -0.195, -0.453, -0.226, -0.203, 0.209, 0.208, 0.214, 0.223, 0.212, 0.233, 0.193, 0.256, 0.238, 0.234, 0.259, 0.237, 0.260, 0.385],
  "homo_lumo_gap_ev": 7.68,
  "e_lumo_ev": -0.42,
  "e_homo_ev": -8.10,
  "smiles": "CC(C)=C1C=CN=N1.C1=NNCC1",
  "mol_weight_g_mol": 178.24
}